Version w
C3H7N3O | the ωB97M-V functional and the def2-TZVPD basis

Geometry as ORCA input:
```
! wB97M-V def2-TZVPD RIJCOSX def2/J DEFGRID3
* xyz 0 1
H 1.9651 -1.3632 1.3152
N 1.3122 -0.5864 1.2139
C 0.8913 -0.4501 0.0212
O 1.1034 -1.3634 -0.9592
N 0.0381 0.5865 -0.3192
C 0.2648 1.8547 0.3325
N -1.3522 0.1123 -0.1619
C -1.7738 -1.0602 -0.3613
H 0.6086 -1.1109 -1.7526
H 1.3059 2.1495 0.1741
H 0.1016 1.8037 1.4171
H -0.4536 2.5640 -0.0853
H -1.1719 -1.9691 -0.3222
H -2.8396 -1.1675 -0.5121
*
```

Results
- SMILES string: [H]/N=C(\O)N(C)N=C
- LUMO: 0.0252 hartree

Version x
C3H7N3O | the ωB97M-V functional and the def2-TZVPD basis

Geometry as ORCA input:
```
! wB97M-V def2-TZVPD RIJCOSX def2/J DEFGRID3
* xyz 0 1
C -0.4971 -2.0232 0.5105
N -0.4564 -0.6611 0.1607
C -0.2111 0.5458 0.3776
N -0.4614 1.4340 1.3856
C 0.5963 1.2328 -0.7420
N 0.6980 0.4924 -1.8652
O 1.1476 2.3078 -0.5542
H -0.2530 -2.2644 1.5537
H 0.2472 -2.5196 -0.1308
H -1.4701 -2.4537 0.2498
H 0.0106 2.3252 1.2757
H -0.7950 1.1745 2.2982
H 0.2682 -0.4210 -1.8750
H 1.3138 0.7892 -2.6018
*
```

Results
- SMILES string: C/N=C(\N)C(N)=O
- LUMO: 0.0309 hartree

Version y
C3H7N3O | the ωB97M-V functional and the def2-TZVPD basis

Geometry as ORCA input:
```
! wB97M-V def2-TZVPD RIJCOSX def2/J DEFGRID3
* xyz 0 1
C -0.7768 -1.9303 -0.6939
N -0.5927 -0.6800 -0.7206
C -0.2319 -0.0340 0.5277
N -1.3789 0.7135 1.0248
C 1.0071 0.8617 0.3433
N 1.5941 0.8329 -0.8762
O 1.4163 1.5209 1.2859
H -0.6899 -2.5435 0.2138
H -1.0369 -2.4412 -1.6204
H 0.0543 -0.7720 1.2956
H -1.0291 1.4261 1.6628
H -1.8290 1.1926 0.2483
H 1.1037 0.4215 -1.6560
H 2.3896 1.4318 -1.0351
*
```

Results
- SMILES string: C=N[C@H](N)C(N)=O
- LUMO: 0.0327 hartree

Least stable structure: version w

Version w
C3H7N3O | the ωB97M-V functional and the def2-TZVPD basis

Geometry as ORCA input:
```
! wB97M-V def2-TZVPD RIJCOSX def2/J DEFGRID3
* xyz 0 1
H -3.0599 1.1727 -1.1580
N -2.3985 0.9613 -0.4128
C -2.1219 -0.2706 -0.4507
N -1.1267 -0.7980 0.4373
C 0.1253 -0.6821 -0.2058
O 0.2298 -0.9255 -1.3964
N 1.1583 -0.1987 0.5454
C 2.2773 0.4125 -0.1519
H -2.5203 -0.9857 -1.1713
H -1.1805 -0.3290 1.3362
H 0.9814 0.0713 1.5012
H 2.1493 0.1478 -1.2035
H 3.2364 0.0188 0.1967
H 2.2417 1.5059 -0.0477
*
```

Results
- SMILES string: [H]/N=C/NC(=O)NC
- LUMO: 0.0348 hartree

Version x
C3H7N3O | the ωB97M-V functional and the def2-TZVPD basis

Geometry as ORCA input:
```
! wB97M-V def2-TZVPD RIJCOSX def2/J DEFGRID3
* xyz 0 1
C 0.5041 -1.6766 0.4332
N -0.5723 -1.1477 -0.3804
C -0.7353 0.0901 -0.0546
N -1.9422 0.5975 0.2279
C 0.3349 1.2049 -0.1000
N 1.4028 0.9137 -0.8846
O 0.1277 2.2961 0.4043
H 0.0278 -2.2799 1.2126
H 0.9037 -0.8204 1.0152
H 1.2461 -2.2931 -0.0933
H -2.0107 1.5599 0.5223
H -2.6829 -0.0745 0.3514
H 1.3929 0.0789 -1.4517
H 2.0239 1.6679 -1.1364
*
```

Results
- SMILES string: C/N=C(/N)C(N)=O
- LUMO: 0.0257 hartree

Least stable structure: version x

Version w
C3H7N3O | the ωB97M-V functional and the def2-TZVPD basis

Geometry as ORCA input:
```
! wB97M-V def2-TZVPD RIJCOSX def2/J DEFGRID3
* xyz 0 1
C -2.7749 0.0668 0.4578
C -1.8747 -0.7354 -0.3453
C 2.9966 -0.2006 0.1393
N -4.0104 -0.0079 0.0412
N -0.4712 -0.4902 -0.1411
N 0.7932 -0.7807 -0.3983
O 1.5696 0.1455 0.2502
H -2.5416 0.7395 1.2511
H -2.2286 -1.2605 -1.2377
H 3.0951 -0.7285 -0.7700
H 3.3380 -0.6983 1.0621
H 3.6152 0.6822 0.1274
H -4.6090 0.6162 0.6389
H -0.4276 0.2999 0.4174
*
```

Results
- LUMO (spin up / spin down): 0.0279 / 0.0078 hartree

Version x
C3H7N3O | the ωB97M-V functional and the def2-TZVPD basis

Geometry as ORCA input:
```
! wB97M-V def2-TZVPD RIJCOSX def2/J DEFGRID3
* xyz 0 1
H 3.5584 0.6913 2.0794
N 2.6355 1.0398 1.8318
C 2.0182 0.1718 1.1402
N 0.7377 0.4310 0.6870
C 0.0431 -0.4595 -0.1270
O 0.5079 -1.5408 -0.4477
N -1.1875 -0.0110 -0.5137
C -1.9992 -0.7602 -1.4484
H 2.3750 -0.8126 0.8304
H 0.3574 1.3319 0.9425
H -1.4733 0.9239 -0.2703
H -1.5105 -1.7229 -1.6035
H -2.0798 -0.2441 -2.4121
H -3.0036 -0.9288 -1.0470
*
```

Results
- SMILES string: [H]/N=C/NC(=O)NC
- LUMO: 0.0289 hartree

Least stable structure: version w